(1)
Below is a cluster of 2 separate species, C5H6O2 in total, with properties calculated with ωB97M-V/def2-TZVPD.

Calculated values
- Gap between HOMO and LUMO: 8.41 eV
- Molar mass: 98.1 g/mol
- Electronic energy: -9371.9582 eV
- Total charge: 0
- Energy relative to the best compared isomer or geometry (same formula, charge and spin): 495.7 kJ/mol

The geometry in XYZ format:
```
13
Properties=species:S:1:pos:R:3:mulliken_charge:R:1
O 1.136 2.169 0.450 -0.498
C 0.661 1.163 0.000 0.403
C 1.467 0.082 -0.814 -0.399
O 0.573 -0.760 -1.228 -0.150
C -0.804 -0.466 -0.855 0.003
C -1.071 -0.587 0.592 -0.708
C -0.791 0.767 -0.037 0.002
H 2.141 -0.810 1.107 -0.051
H 2.377 -0.627 0.410 0.168
H -1.493 -0.718 -1.650 0.389
H -0.297 -1.032 1.215 0.191
H -2.089 -0.774 0.916 0.261
H -1.552 1.535 -0.082 0.388
```

---

(2)
Below is the molecule C3H6NP at a distorted geometry, with properties calculated with ωB97M-V/def2-TZVPD.

Calculated values
- Gap between HOMO and LUMO: 8.16 eV
- Structure (SMILES): C=CN=[PH]=C
- Molar mass: 87.1 g/mol
- Electronic energy: -13983.6080 eV
- Total charge: 0
- Energy relative to the best compared isomer or geometry (same formula, charge and spin): 214.2 kJ/mol

The geometry in XYZ format:
```
11
Properties=species:S:1:pos:R:3:mulliken_charge:R:1
C -1.777 0.292 0.238 -0.734
C -1.256 -0.821 -0.192 0.052
N -0.060 -1.366 0.165 -0.464
P 1.318 -0.665 0.061 0.277
C 1.604 0.933 -0.093 -0.662
H -2.719 0.492 -0.075 0.282
H -1.267 1.104 0.847 0.230
H -1.916 -1.500 -0.691 0.313
H 2.455 -1.353 0.790 0.128
H 2.644 1.221 -0.496 0.252
H 0.974 1.664 -0.555 0.325
```

---

(3)
Below is a structure of composition C30H31BrF5N3ReSSi2, with properties calculated with ωB97M-V/def2-TZVPD.

Calculated values
- Gap between HOMO and LUMO (spin up / spin down): 6.15 / 6.15 eV
- <S²>: 0.758
- Molar mass: 882.9 g/mol
- Multiplicity: 2
- Electronic energy: -148421.3638 eV
- Total charge: +2
- Energy relative to the best compared isomer or geometry (same formula, charge and spin): 0.0 kJ/mol

The geometry in XYZ format:
```
74
Properties=species:S:1:pos:R:3:mulliken_charge:R:1
Re -0.315 0.233 -0.057 -0.177
C 2.211 -2.765 -0.216 -1.098
Si 1.980 -1.673 1.288 0.823
C 3.527 -1.811 2.319 -1.370
C 0.538 -2.298 2.314 -1.118
C 1.548 0.177 0.836 2.370
C 1.042 0.981 2.008 -1.750
C 1.585 1.258 3.252 -0.524
C 0.887 2.125 4.082 -0.817
C -0.327 2.669 3.680 -1.103
C -0.843 2.309 2.452 -0.599
N -0.153 1.486 1.659 0.819
Si 3.031 1.183 0.033 0.453
C 3.690 0.198 -1.408 -0.842
C 4.337 1.437 1.344 -1.210
C 2.475 2.896 -0.465 -1.182
H 1.662 -3.701 -0.083 0.431
H 3.265 -3.025 -0.325 0.474
H 1.902 -2.318 -1.158 0.214
H 3.599 -2.853 2.647 0.426
H 3.534 -1.191 3.215 0.370
H 4.422 -1.598 1.735 0.365
H 0.766 -3.311 2.656 0.617
H -0.415 -2.356 1.778 0.286
H 0.403 -1.685 3.209 0.278
H 2.537 0.840 3.546 0.496
H 1.300 2.387 5.048 0.534
H -0.871 3.360 4.308 0.531
H -1.799 2.664 2.088 0.579
H 4.223 -0.702 -1.097 0.284
H 4.402 0.819 -1.961 0.441
H 2.908 -0.092 -2.112 0.181
H 4.648 0.553 1.895 0.316
H 4.021 2.202 2.057 0.351
H 5.221 1.830 0.832 0.402
H 1.580 3.236 0.058 0.325
H 2.282 2.978 -1.536 0.316
H 3.277 3.593 -0.214 0.494
F -2.213 0.445 -6.776 -0.266
C -1.865 0.787 -5.554 0.716
C -0.520 0.891 -5.225 0.201
F 0.408 0.630 -6.132 -0.320
C -0.169 1.240 -3.937 0.019
F 1.122 1.289 -3.603 -0.371
C -1.124 1.485 -2.963 0.131
S -0.660 1.982 -1.327 -0.460
C -2.463 1.354 -3.308 0.288
F -3.407 1.530 -2.381 -0.335
C -2.842 1.014 -4.594 0.361
F -4.120 0.884 -4.906 -0.276
Br -5.730 1.499 4.838 -0.095
C -4.621 0.804 3.495 -0.032
C -3.487 0.081 3.847 -0.851
C -2.656 -0.418 2.858 0.244
C -2.988 -0.209 1.529 -0.637
C -4.119 0.507 1.166 -0.450
C -4.940 1.019 2.161 -0.725
N -2.112 -0.697 0.485 0.460
C -2.549 -1.573 -0.345 -0.257
C -1.724 -1.934 -1.492 0.754
C -2.085 -2.903 -2.400 -0.979
C -1.235 -3.149 -3.479 -0.706
C -0.077 -2.407 -3.599 -1.435
C 0.214 -1.435 -2.648 -0.344
N -0.586 -1.204 -1.606 1.221
H -3.258 -0.089 4.891 0.497
H -1.772 -0.980 3.121 0.335
H -4.353 0.693 0.124 0.472
H -5.824 1.584 1.899 0.487
H -3.529 -2.026 -0.214 0.644
H -3.008 -3.454 -2.273 0.604
H -1.488 -3.903 -4.212 0.491
H 0.604 -2.556 -4.426 0.584
H 1.097 -0.816 -2.717 0.647
```

---

(4)
Below is the molecule C5H8BrCl at a distorted geometry, with properties calculated with ωB97M-V/def2-TZVPD.

Calculated values
- Gap between HOMO and LUMO: 10.28 eV
- Structure (SMILES): C/C=C(\Br)[C@H](C)Cl
- Molar mass: 183.5 g/mol
- Electronic energy: -87878.3974 eV
- Total charge: 0
- Energy relative to the best compared isomer or geometry (same formula, charge and spin): 6.6 kJ/mol

The geometry in XYZ format:
```
15
Properties=species:S:1:pos:R:3:mulliken_charge:R:1
C -0.074 2.222 -1.254 -0.999
C 0.172 0.899 -0.405 -0.358
C -0.301 -0.305 -0.401 0.243
Br -2.064 -0.650 -1.223 -0.219
C 0.309 -1.530 0.318 0.037
C 0.275 -1.366 1.779 -1.149
Cl 2.013 -1.850 -0.146 -0.176
H 0.678 2.150 -2.050 0.274
H -1.194 2.390 -1.509 0.328
H 0.192 3.018 -0.522 0.272
H 1.105 0.879 0.069 0.372
H -0.337 -2.320 -0.079 0.359
H 0.592 -0.478 2.145 0.377
H 0.906 -2.220 2.215 0.328
H -0.693 -1.644 2.195 0.312
```

---

> Among the records above, which one has the highest electronic energy?

C5H6O2

---

> Which formula does entry 4 have?

C5H8BrCl

---

> Among the records above, which one has the lowest electronic energy?

C30H31BrF5N3ReSSi2